No. 1
Cl3Na2O12 | ωB97M-V/def2-TZVPD

```
! wB97M-V def2-TZVPD RIJCOSX def2/J DEFGRID3
* xyz -1 1
Na 3.07090 0.42336 0.89314
Na -2.00180 2.91007 -2.42233
Cl 0.61055 0.82179 -1.72614
O 0.61681 0.08474 -0.49649
O 0.37773 2.24041 -1.46558
O 1.91923 0.69031 -2.34259
O -0.38929 0.36527 -2.65667
Cl 2.32633 -2.65291 2.15785
O 3.35807 -1.85574 2.81595
O 2.64986 -4.03464 2.42913
O 0.98095 -2.39083 2.56078
O 2.44404 -2.37969 0.72930
Cl -3.18869 1.14109 -0.05992
O -4.38352 1.48316 0.66119
O -3.51407 1.21465 -1.49562
O -2.12961 2.10994 0.14408
O -2.74748 -0.17097 0.27392
*
```

Values from the calculation:
* E_LUMO: 1.18 eV
* max |F|: 2.227 eV/Å
* energy above the lowest of the compared OMol25 structures with the same formula, charge and spin: 21.29 kcal/mol
* frontier orbital gap: 7.88 eV

What are the Mulliken partial charges on each atom? They are as follows, in elementary charge units: Na 0.88; Na 0.86; Cl 1.74; O -0.55; O -0.71; O -0.70; O -0.68; Cl 1.65; O -0.69; O -0.67; O -0.57; O -0.64; Cl 1.80; O -0.67; O -0.79; O -0.69; O -0.57

---

No. 2
C7H10Cl2O | ωB97M-V/def2-TZVPD

```
! wB97M-V def2-TZVPD RIJCOSX def2/J DEFGRID3
* xyz 0 1
C 1.28061 0.13935 -1.83578
C 0.25146 0.23679 -1.01060
C -1.68190 -0.59261 1.38124
C 0.05938 -0.70565 0.11777
C -1.17368 -1.52796 0.29398
C -0.69827 1.45936 -1.09526
C 1.75577 0.17037 1.41098
O 1.11261 -1.00038 0.92634
Cl -1.12970 -3.27533 0.75827
Cl -2.14925 -1.40395 -1.22703
H 1.21546 0.75312 -2.68540
H 2.05557 -0.56591 -1.97044
H -1.45056 -0.86808 2.45394
H -2.07588 0.38337 1.12513
H -0.48563 2.09579 -2.07286
H -1.70051 1.08471 -1.01192
H -0.71045 2.18992 -0.29465
H 0.81714 0.76394 1.83655
H 2.34096 0.62223 0.58591
H 2.36687 0.04093 2.31383
*
```

Values from the calculation:
* E_LUMO (spin up / spin down): 0.30 / 0.30 eV
* max |F|: 2.811 eV/Å
* energy above the lowest of the compared OMol25 structures with the same formula, charge and spin: 0.42 kcal/mol
* frontier orbital gap (spin up / spin down): 8.37 / 8.37 eV

What are the Mulliken partial charges on each atom? They are as follows, in elementary charge units: C -1.27; C 0.73; C -0.97; C 0.24; C 0.84; C -1.15; C -0.67; O -0.39; Cl -0.18; Cl -0.17; H 0.32; H 0.36; H 0.24; H 0.33; H 0.30; H 0.30; H 0.29; H 0.29; H 0.28; H 0.27

---

No. 3
C5H10O2 | ωB97M-V/def2-TZVPD

```
! wB97M-V def2-TZVPD RIJCOSX def2/J DEFGRID3
* xyz 0 1
C -2.13144 -0.54687 0.41239
C -1.09225 0.27122 -0.34352
O -0.88617 1.54887 0.21839
C 0.24119 -0.57660 -0.33903
C 1.46551 0.26612 -0.72118
C 1.96805 -0.07320 0.68917
O 0.77398 -0.81707 0.97931
H -3.08674 -0.04206 0.58229
H -2.33020 -1.45417 -0.17377
H -1.71136 -0.84425 1.37793
H -1.38439 0.38755 -1.40711
H -0.02214 1.86569 -0.14885
H 0.02344 -1.52783 -0.85340
H 2.04832 0.06724 -1.62132
H 1.18677 1.35635 -0.76250
H 2.06731 0.81045 1.33197
H 2.87011 -0.69142 0.77922
*
```

Values from the calculation:
* E_LUMO: 0.91 eV
* structure (SMILES): C[C@@H](O)[C@H]1CCO1
* max |F|: 1.630 eV/Å
* energy above the lowest of the compared OMol25 structures with the same formula, charge and spin: 57.43 kcal/mol
* frontier orbital gap: 10.51 eV

What are the Mulliken partial charges on each atom? They are as follows, in elementary charge units: C -1.31; C 0.27; O -0.54; C 0.07; C -0.67; C -0.31; O -0.43; H 0.36; H 0.33; H 0.32; H 0.22; H 0.26; H 0.43; H 0.36; H 0.15; H 0.22; H 0.26

---

No. 4
C5H11NO | ωB97M-V/def2-TZVPD

```
! wB97M-V def2-TZVPD RIJCOSX def2/J DEFGRID3
* xyz 0 1
C 2.78677 0.01790 0.03282
N 1.34360 -0.08902 -0.07213
C 0.55019 0.96468 0.20931
O 0.91459 2.03692 0.72020
C -0.82643 1.18139 -0.11401
C -1.43608 -1.79081 -1.05101
C -1.80003 1.05687 1.00183
H 3.25205 0.15825 -0.94976
H 3.20506 -0.87580 0.50414
H 3.01062 0.88794 0.65212
H 0.94552 -0.84437 -0.60980
H -1.36443 -0.74231 -1.36400
H -1.09752 -1.90358 -0.01587
H -0.82576 -2.41525 -1.70977
H -2.47908 -2.10906 -1.11849
H -2.67222 0.51273 0.61275
H -1.44898 0.60338 1.93955
H -2.17875 2.06571 1.21488
*
```

Values from the calculation:
* E_LUMO: 0.18 eV
* max |F|: 0.239 eV/Å
* energy above the lowest of the compared OMol25 structures with the same formula, charge and spin: 90.77 kcal/mol
* frontier orbital gap: 8.74 eV

What are the Mulliken partial charges on each atom? They are as follows, in elementary charge units: C -0.91; N -0.15; C 0.94; O -0.59; C -0.59; C -1.15; C -0.74; H 0.30; H 0.30; H 0.34; H 0.19; H 0.26; H 0.29; H 0.32; H 0.29; H 0.29; H 0.27; H 0.34

---

No. 5
C42H43N2O4S2Ti | ωB97M-V/def2-TZVPD

```
! wB97M-V def2-TZVPD RIJCOSX def2/J DEFGRID3
* xyz 0 2
Ti 0.23588 -0.09953 -1.12139
C -1.44582 -1.60413 2.36091
C -0.70462 -0.32413 2.06831
C -1.34992 0.64377 1.27271
C -2.76302 0.43027 0.78951
C -0.78692 1.92137 1.10581
C -1.62132 2.97877 0.43361
C 0.44588 2.22197 1.69651
C 1.06588 3.58627 1.55291
C 1.08358 1.25747 2.48441
C 2.34668 1.64957 3.20171
C 0.52608 -0.01593 2.66541
C 1.24658 -0.99613 3.56621
H -1.79022 -2.06303 1.43641
H -2.32092 -1.38153 2.96891
H -0.85772 -2.33653 2.90141
H -3.45922 0.95407 1.44891
H -3.05502 -0.61553 0.77751
H -2.90042 0.82847 -0.21589
H -1.78812 2.72777 -0.61349
H -1.14342 3.94917 0.47601
H -2.59122 3.04737 0.92971
H 0.68808 4.27217 2.31151
H 0.86818 4.01387 0.57521
H 2.14328 3.53477 1.65951
H 3.14538 1.86557 2.49331
H 2.70048 0.88027 3.87451
H 2.16308 2.54477 3.79311
H 2.29218 -1.12743 3.28361
H 0.79208 -1.97913 3.57171
H 1.22148 -0.62643 4.58961
C -1.59542 2.68497 -3.80149
C -0.63712 2.11447 -2.78849
N -0.90352 0.92137 -2.23859
N -2.07382 0.35157 -2.65029
C -2.38312 -0.83213 -2.25559
S -1.47212 -1.84283 -1.21539
S -3.95952 -1.40223 -2.84259
C -4.98752 0.06357 -2.44669
C -5.52842 0.04467 -1.04269
C -5.89422 1.24407 -0.43789
C -6.37942 1.25457 0.85901
C -6.50762 0.06847 1.56301
C -6.15902 -1.12863 0.96211
C -5.68092 -1.14133 -0.33599
C 0.53578 2.85047 -2.43129
C 0.78228 4.12737 -2.98019
C 1.91168 4.84997 -2.68209
C 2.87728 4.32227 -1.83179
C 2.66978 3.08707 -1.25789
C 1.50738 2.34907 -1.50569
O 1.30388 1.22797 -0.84619
H -2.21092 1.88947 -4.21519
H -1.04222 3.15557 -4.60819
H -2.24162 3.43587 -3.34219
H -5.80032 0.06427 -3.17549
H -4.36812 0.94347 -2.62369
H -5.79612 2.16997 -0.99149
H -6.65332 2.18757 1.32871
H -6.87972 0.07627 2.57691
H -6.25262 -2.05613 1.50721
H -5.40852 -2.07663 -0.80409
H 0.06368 4.56577 -3.65239
H 2.05098 5.82247 -3.12759
H 3.77898 4.87417 -1.61929
H 3.39448 2.66127 -0.57849
O 1.27178 -1.33583 0.07521
C 2.21368 -2.17453 -0.60229
C 1.99498 -1.94443 -2.15219
O 2.61038 -2.62743 -2.93649
O 1.17758 -1.00863 -2.43709
C 1.94398 -3.62883 -0.23239
C 2.81918 -4.64773 -0.58469
C 2.59028 -5.94873 -0.17729
C 1.47198 -6.26333 0.57431
C 0.56168 -5.26763 0.87791
C 0.78948 -3.96373 0.47401
C 3.64158 -1.75333 -0.27349
C 4.72318 -2.24953 -0.99689
C 6.01878 -2.01393 -0.57769
C 6.25578 -1.24513 0.54711
C 5.19068 -0.64703 1.19681
C 3.89178 -0.89493 0.79151
H 1.31088 -1.56863 1.01731
H 3.68418 -4.43183 -1.18449
H 3.29488 -6.71733 -0.45849
H 1.31368 -7.27463 0.91931
H -0.33762 -5.49763 1.43121
H 0.02728 -3.22723 0.69031
H 4.54168 -2.79263 -1.90909
H 6.84098 -2.44753 -1.12829
H 7.26458 -1.09683 0.90051
H 5.36568 0.00637 2.03951
H 3.07958 -0.40383 1.31001
*
```

Values from the calculation:
* E_LUMO (spin up / spin down): -0.47 / -0.57 eV
* max |F|: 4.312 eV/Å
* energy above the lowest of the compared OMol25 structures with the same formula, charge and spin: 40.63 kcal/mol
* frontier orbital gap (spin up / spin down): 6.54 / 7.39 eV

What are the Mulliken partial charges on each atom? They are as follows, in elementary charge units: Ti -1.28; C -2.14; C 1.13; C 1.43; C -2.07; C 1.00; C -2.05; C 1.38; C -2.38; C 1.48; C -2.67; C 1.17; C -2.57; H 0.10; H 0.43; H 0.35; H 0.78; H 0.32; H -0.07; H 0.15; H 0.52; H 0.44; H 0.37; H 0.46; H 0.54; H 0.30; H 0.47; H 0.53; H 0.34; H 0.16; H 0.58; C -2.18; C 0.67; N 1.71; N -1.38; C 0.73; S -0.65; S -0.21; C -0.88; C 0.46; C -0.27; C -0.64; C -0.44; C -0.65; C -0.29; C 1.07; C -1.24; C -1.13; C -0.75; C -1.08; C 0.63; O 0.84; H 0.42; H 0.59; H 0.32; H 0.55; H 0.21; H 0.43; H 0.40; H 0.39; H 0.43; H 0.41; H 0.41; H 0.41; H 0.48; H 0.57; O 0.34; C 3.56; C 0.04; O -0.68; O 0.37; C -0.58; C -0.32; C -1.02; C -0.60; C -1.41; C 0.65; C -0.53; C -0.70; C -1.08; C -0.65; C -1.14; C 0.65; H -0.16; H 0.35; H 0.43; H 0.41; H 0.47; H 0.19; H 0.62; H 0.42; H 0.41; H 0.46; H -0.03